No. 1
Entry from OMol25: an isolated molecule of C8H7O4P (ωB97M-V with the def2-TZVPD basis set).

Each line ends with the Mulliken charge.
Atoms and positions in Å:
1 O 1.33209 2.76600 -0.43863  -0.5630
2 C 1.29149 1.60299 -0.08991  0.5947
3 O 2.38665 1.00035 0.46609  -0.3174
4 P 2.38813 -0.69173 0.64198  0.5157
5 O 3.58737 -1.31448 0.03542  -0.6157
6 C 0.82235 -1.49904 -0.03712  -0.2577
7 O 1.00577 -1.92452 -1.34547  -0.4674
8 C -0.29675 -0.48580 0.00328  0.8670
9 C -1.62336 -0.95513 0.10698  -0.6850
10 C -2.65792 -0.04296 0.00163  -0.1868
11 C -2.49783 1.33199 -0.15979  -0.6882
12 C -1.16450 1.74752 -0.24179  -0.6316
13 C -0.08117 0.90230 -0.07125  0.2216
14 H 2.64234 -0.53771 1.98065  0.0568
15 H 0.68328 -2.41176 0.60356  0.3592
16 H 1.95332 -1.74796 -1.49253  0.3807
17 H -1.91072 -2.06113 -0.06982  0.2789
18 H -3.62576 -0.54595 0.31701  0.2832
19 H -3.23115 2.09368 0.01126  0.3738
20 H -1.00364 2.77332 -0.22155  0.4814

The HOMO energy is -10.185 eV. The largest force on an atom is 3.055 eV Å⁻¹. The SMILES is O=C1O[P@H](=O)[C@H](O)c2ccccc21. The orbital gap comes out at 10.07 eV. The value obtained for the energy above the lowest of the compared OMol25 structures with the same formula, charge and spin is 42.7 kJ/mol.

---

No. 2
Entry from OMol25: a structure of composition C28H44BrN3P2Ru (ωB97M-V with the def2-TZVPD basis set).

Each line ends with the Mulliken charge.
Atoms and positions in Å:
1 N -6.62257 5.17124 -4.94995  0.0525
2 C -6.45625 5.71782 -3.73999  -0.3884
3 C -5.70327 5.09055 -2.74868  -0.4259
4 C -5.05640 3.86834 -3.02910  0.7344
5 C -5.24396 3.33745 -4.33533  -0.4308
6 C -6.03812 4.01784 -5.26324  -0.3974
7 C -4.14241 3.23868 -2.09502  -0.0202
8 Ru -0.48145 0.06457 1.15895  -0.0099
9 P 4.95496 -0.75318 0.59371  0.2284
10 C -3.39776 2.15600 -2.46150  -0.8763
11 C -2.26554 1.74281 -1.66596  1.0953
12 C -1.12117 1.36011 -2.40855  -0.6395
13 C 0.09276 1.32422 -1.73916  -0.6804
14 C 0.15853 1.43397 -0.32596  0.0336
15 C -0.96112 2.07025 0.38331  -0.8878
16 C -2.26547 1.97872 -0.26107  -0.5597
17 Br 1.99843 1.25640 0.50045  0.1391
18 H -3.99001 3.73446 -1.11625  0.4243
19 H -3.50808 1.68110 -3.44399  0.2455
20 H -5.62397 5.55996 -1.77914  0.4463
21 H -4.76173 2.41995 -4.64462  0.3379
22 H -6.97711 6.66752 -3.56565  0.4179
23 H -6.19453 3.56884 -6.25567  0.4117
24 H -1.27485 1.09433 -3.48201  0.3621
25 H -3.24065 2.10525 0.21368  0.8368
26 H 1.02919 1.15353 -2.23899  0.5020
27 H -0.67504 2.59104 1.35142  0.6930
28 P -0.32121 -2.03325 0.37471  1.2376
29 C 5.10637 1.09416 0.82201  -0.3106
30 C 6.42244 1.77605 0.32331  -1.3275
31 H 4.99854 1.34035 1.89878  0.5530
32 H 4.23769 1.58771 0.34203  0.1232
33 H 6.47645 2.84788 0.60247  0.3844
34 H 7.29209 1.27304 0.76578  0.3853
35 H 6.59316 1.66568 -0.76318  0.3402
36 C 4.62864 -1.31978 -1.13411  0.3088
37 C 5.63844 -2.38992 -1.67135  -1.2785
38 H 4.75186 -0.40990 -1.75050  0.3877
39 H 3.58533 -1.66615 -1.22222  -0.2139
40 H 5.47278 -2.57341 -2.74358  0.3918
41 H 6.67935 -2.07235 -1.52493  0.3880
42 H 5.57200 -3.34989 -1.14010  0.3464
43 C 4.18212 -1.78008 1.92325  0.0149
44 C 5.21854 -2.02957 3.08346  -1.2688
45 H 3.93145 -2.77085 1.47306  0.3248
46 H 3.24171 -1.34447 2.29464  0.1615
47 H 4.86974 -2.78366 3.81929  0.3660
48 H 6.16162 -2.38721 2.63255  0.3946
49 H 5.50269 -1.09045 3.59375  0.3547
50 C -0.13895 -3.41957 1.59862  -0.8008
51 C -1.28378 -4.40969 1.79578  -1.3069
52 H 0.13007 -2.94887 2.55290  0.4115
53 H 0.77471 -3.97331 1.34649  0.4878
54 H -2.11889 -3.93861 2.31291  0.2747
55 H -1.65979 -4.80355 0.85078  0.3382
56 H -0.97096 -5.25311 2.42879  0.4078
57 C 0.76071 -2.49072 -1.03706  0.3082
58 C 0.07409 -2.41797 -2.39045  -1.4237
59 H 1.17736 -3.49698 -0.84899  0.6624
60 H 1.56908 -1.74638 -0.97297  -0.5406
61 H -0.72332 -3.15192 -2.49683  0.4066
62 H -0.35099 -1.43132 -2.61307  0.1817
63 H 0.78954 -2.61989 -3.18729  0.4603
64 C -2.10733 -2.04625 -0.08313  -0.8586
65 C -2.78807 -1.30087 1.06881  -0.6167
66 H -2.46113 -3.09095 -0.20130  0.6137
67 H -2.19017 -1.51132 -1.05465  0.4636
68 H -3.57448 -0.67083 0.67501  0.3023
69 H -3.19400 -1.95273 1.83863  0.3310
70 H -2.11689 -0.59711 1.59622  0.1387
71 N -1.22648 -0.89880 4.21167  -0.1109
72 C -1.55542 -0.42325 5.44027  -0.1056
73 C -1.54082 0.95797 5.30227  -0.9161
74 C -1.08398 1.27927 4.03116  -0.4549
75 N -0.92657 0.11908 3.33457  0.2526
76 H -1.20245 -1.87855 3.94771  0.0644
77 H -1.85808 -1.06645 6.24075  0.4835
78 H -1.70042 1.67282 6.08720  0.4350
79 H -0.97684 2.27418 3.57430  0.4023

The HOMO energy (spin up / spin down) is -18.557 / -18.754 eV. As for the spin multiplicity: 5. The largest force on an atom is 3.979 eV Å⁻¹. The orbital gap (spin up / spin down) comes out at 5.95 / 5.45 eV. As for the expectation value of S²: 6.07. The value obtained for the energy above the lowest of the compared OMol25 structures with the same formula, charge and spin is 71.7 kJ/mol. The total charge is +4.

---

No. 3
Entry from OMol25: an isolated molecule of C5H13NO4S (ωB97M-V with the def2-TZVPD basis set).

Each line ends with the Mulliken charge.
Atoms and positions in Å:
1 C -1.48854 -2.04348 -1.83988  -1.1594
2 C -0.46673 -0.89743 -1.55463  -0.2968
3 C -0.26720 -0.69573 0.03448  -0.3733
4 O 0.32656 -1.77657 0.70208  -0.5751
5 N 0.46930 0.54527 0.37596  0.1273
6 C 1.94806 0.64266 0.34005  -0.8079
7 C -0.19523 1.75936 -0.24282  -1.3346
8 S 0.00906 1.04385 2.28265  1.2784
9 O 0.97217 2.09071 2.39852  -0.5367
10 O 0.21619 -0.21533 2.93080  -0.6578
11 O -1.36149 1.44016 2.00286  -0.5661
12 H -2.21796 -1.66607 -1.23331  0.4102
13 H -1.65554 -2.06276 -2.95596  0.3358
14 H -1.06972 -2.99552 -1.49977  0.2433
15 H 0.48603 -1.20798 -2.11558  0.2974
16 H -0.75237 0.14393 -1.84948  0.3509
17 H -1.28688 -0.53368 0.32536  0.4201
18 H 0.12083 -1.63988 1.65154  0.4012
19 H 2.48137 -0.01356 1.12675  0.2840
20 H 2.51173 0.49660 -0.59750  0.3185
21 H 2.19964 1.67495 0.64668  0.3813
22 H -1.24069 1.53994 -0.10481  0.5157
23 H 0.18238 2.54442 0.44383  0.5145
24 H 0.07903 1.82616 -1.26780  0.4290

The HOMO energy is -10.837 eV. The largest force on an atom is 3.645 eV Å⁻¹. The SMILES is CC[C@@H](O)[N+](C)(C)S(=O)(=O)[O-]. The orbital gap comes out at 11.51 eV. The value obtained for the energy above the lowest of the compared OMol25 structures with the same formula, charge and spin is 135.1 kJ/mol.